Entry 1:
24
Properties=species:S:1:pos:R:3:mulliken_charge:R:1 method="wB97M-V/def2-TZVPD" e_homo_ev=-8.04 energy_ev=-25055.88907 total_charge=0 orbital_gap_ev=9.1 molar_mass_g_mol=150.142
P -1.07112 0.87777 -0.52846 0.181
P 1.93940 0.48151 -0.51368 0.077
C 1.28463 -0.75980 0.68644 -0.939
C -0.75842 -0.69994 0.42197 -0.138
C -0.92279 2.06938 0.88546 -1.040
C -0.98423 -1.90251 -0.43064 -1.404
C -2.93503 0.85488 -0.57470 -1.107
C 3.80159 0.26882 -0.35651 -1.013
H 0.22341 2.16036 0.98984 0.285
H -3.42222 1.77308 -0.88476 0.382
H 4.12432 0.62874 0.60632 0.318
H -1.08663 -0.56412 1.46762 0.461
H -0.76409 -2.74157 0.22368 0.404
H 1.35128 -0.61397 1.70459 0.495
H 1.58102 -0.45632 -1.57891 -0.013
H 4.43140 0.81528 -1.07849 0.336
H 1.62126 -1.81240 0.27512 0.363
H -1.40706 2.97690 0.49598 0.359
H -0.51235 -1.73972 -1.40888 0.276
H -1.38410 1.71743 1.91560 0.283
H -2.07444 -1.98832 -0.61586 0.416
H 3.98472 -0.73205 -0.35563 0.360
H -3.39488 0.51420 0.30067 0.380
H -3.14587 -0.05332 -1.28985 0.279

Entry 2:
20
Properties=species:S:1:pos:R:3:mulliken_charge:R:1 method="wB97M-V/def2-TZVPD" smiles=[NH3+]CCNCCO e_homo_ev=-13.88 energy_ev=-9379.60090 total_charge=+1 orbital_gap_ev=10.9 molar_mass_g_mol=105.161
O -0.73337 2.07926 0.31480 -0.500
N -0.52187 -0.28647 -1.83360 -0.313
N 0.03002 -0.96656 0.66032 -0.389
C -0.94745 1.24629 1.44211 -0.591
C 0.95861 -0.43475 -1.56175 -0.553
C 0.17699 0.23492 1.54482 -0.592
C 1.08486 -1.31329 -0.29210 -0.610
H 1.29165 0.56756 -1.29076 0.277
H -0.82413 -1.11772 -2.32812 0.371
H 1.38283 -0.63474 -2.53902 0.455
H -0.81661 -0.54641 -0.81094 0.340
H -1.89162 0.67979 1.36165 0.289
H 2.08241 -1.11901 0.10793 0.335
H 1.15104 0.65705 1.29221 0.351
H -1.27237 2.85296 0.36268 0.296
H -0.33005 -1.78244 1.12842 0.187
H -0.97859 0.60846 -1.96220 0.346
H 0.22260 -0.17115 2.55566 0.420
H 0.97553 -2.37255 -0.51643 0.413
H -1.04048 1.81878 2.36431 0.466

Entry 3:
12
Properties=species:S:1:pos:R:3:mulliken_charge:R:1 method="wB97M-V/def2-TZVPD" e_homo_ev=-8.96 energy_ev=-8336.56766 total_charge=0 orbital_gap_ev=9.7 molar_mass_g_mol=86.090
O -1.22894 1.69629 -0.65544 -0.247
O -0.05209 -0.56882 -1.29289 -0.510
C -0.28182 -0.73621 1.19177 -1.164
C 0.74052 0.52871 -0.79889 0.103
C 0.60129 -0.71370 -0.02822 0.238
C 0.02635 1.75726 -0.30539 -0.557
H 1.43107 -1.42554 -0.04937 0.417
H -0.93727 -1.61156 1.19265 0.287
H -0.91078 0.15163 1.21233 0.349
H 0.32334 -0.73803 2.10342 0.309
H -1.42794 0.88216 -1.18758 0.348
H 1.66194 0.73117 -1.34196 0.426

Entry 4:
116
Properties=species:S:1:pos:R:3:mulliken_spin:R:1 method="wB97M-V/def2-TZVPD" e_homo_ev="-3.14 / -4.22" energy_ev=-184194.43168 total_charge=-1 multiplicity=4 orbital_gap_ev="5.1 / 6.1" molar_mass_g_mol=1084.084
Te -1.10091 -0.45518 1.65705 0.001
Se 4.05735 1.10694 -5.05987 0.041
Ni 2.56343 -0.91317 -1.16248 1.490
O -0.38650 2.33270 -1.66170 0.005
O -1.05829 -3.45474 -2.44973 0.003
O -0.36609 0.79195 -3.37167 -0.005
N 3.49756 -2.84007 0.75376 0.587
N 2.43121 -2.51551 0.04633 0.094
N 1.70190 1.01906 -1.96902 0.046
N 4.77499 1.96658 -3.62554 0.078
N 0.48833 -1.78430 -1.75519 0.021
N 2.55330 0.64126 -4.14137 0.028
C 2.37789 -2.88683 -3.81104 -0.056
C -2.47860 -1.26007 4.61904 0.002
C 5.66582 -0.48257 -1.04204 -0.173
C 3.24659 1.96512 -0.33779 -0.051
C -5.30747 4.74476 -4.04281 0.000
C 1.77837 -5.29828 -5.03943 0.003
C 5.77267 -2.24961 1.08727 0.130
C 4.11263 2.37292 -1.31087 0.127
C 4.47281 -1.09888 -0.66643 0.348
C -4.28634 2.05405 4.49290 0.000
C -5.00761 3.96436 -2.75579 0.000
C -1.04090 -3.57070 -0.96816 -0.014
C -2.91313 0.08286 4.10708 0.001
C 2.13627 1.12896 -0.57010 0.096
C 1.34027 -4.70593 0.41533 0.347
C 1.44524 -3.41741 -0.05450 -0.286
C -6.20265 3.06200 -2.41637 0.000
C -2.46722 0.62528 2.88653 0.002
C -3.85299 2.56060 3.28009 -0.001
C -2.64043 3.23523 -2.12543 0.001
C -4.83526 4.97034 -1.61702 0.000
C -3.80558 0.81345 4.88611 0.000
C 2.70382 1.11021 -2.95624 -0.064
C -3.75964 3.09991 -2.95071 -0.001
C 1.16044 0.79467 3.27383 0.000
C 0.91521 -4.77520 -4.09031 0.000
C -1.56760 1.46048 -3.36595 0.002
C -3.74165 2.13912 -3.96724 0.000
C 0.12648 -5.43352 0.16058 -0.074
C 4.09491 -0.33206 5.42214 -0.001
C 6.92127 -1.58067 0.70524 -0.095
C 3.24670 -3.41947 -4.75189 0.000
C 0.35550 -2.98369 -0.93510 0.017
C 3.93469 1.86080 -2.64104 -0.003
C 1.03883 -1.62138 3.55551 0.019
C -2.58374 2.51834 1.15962 -0.001
C -5.24915 2.82723 5.35337 0.000
C 2.18177 -1.55084 4.34855 0.000
C -1.57617 2.39053 -2.34469 0.002
C 2.29551 0.80855 4.07599 0.003
C 2.94875 -4.62524 -5.36883 0.002
C 1.21402 -3.56483 -3.46926 -0.005
C 0.53462 -0.43255 3.00628 -0.003
C -0.98634 -4.96648 -0.45740 0.198
C -2.64871 1.30806 -4.20189 0.000
C 4.57298 -2.03071 0.39665 -0.128
C 0.65027 2.10575 2.73458 -0.015
C 0.30486 -3.05796 -2.42952 0.029
C 0.45229 -2.98641 3.32691 -0.034
C -2.95342 1.87171 2.46868 -0.002
C 6.87197 -0.70828 -0.37743 0.156
C 2.83061 -0.35574 4.60842 0.001
B 0.36249 1.36127 -2.33032 0.011
H -4.61053 2.03096 -4.60479 0.000
H -2.72664 -2.04890 3.90744 0.000
H 3.96573 -0.86000 6.36912 0.000
H 3.44878 2.22471 0.69665 -0.015
H 4.40654 0.68939 5.64048 0.000
H 2.60715 -1.92873 -3.37451 0.070
H -7.10684 3.66369 -2.28700 0.000
H 3.62563 -5.03908 -6.10625 0.000
H 1.53994 -6.23948 -5.52016 0.000
H -4.65350 4.47126 -0.66161 0.000
H -6.17407 3.04144 4.81426 0.000
H -6.19353 5.37113 -3.90656 0.000
H -0.59471 -2.95225 3.04210 0.001
H -4.46742 5.39009 -4.30839 0.000
H 5.68219 0.20448 -1.88085 0.000
H 0.08946 -6.45310 0.53563 -0.005
H 0.60023 2.10155 1.64603 0.006
H -2.58846 3.96879 -1.33314 0.000
H -0.34719 -1.20868 -1.81316 0.008
H -0.35730 2.32305 3.09901 0.000
H -1.86330 -2.97378 -0.56521 0.005
H 2.78373 1.75722 4.27451 0.000
H 4.15039 -2.87807 -5.00164 0.001
H 5.00358 2.94070 -1.08518 0.008
H -4.21588 3.52873 2.94467 0.000
H 0.00691 -5.29491 -3.81329 -0.003
H 7.85338 -1.75287 1.23230 -0.004
H -2.64534 0.57590 -4.99813 0.000
H -1.87225 -5.58414 -0.54493 0.001
H 1.31458 1.08419 0.12657 0.010
H -3.41487 2.42879 0.45567 0.000
H 4.90722 -0.82163 4.88084 0.000
H -1.40226 -1.29908 4.77669 0.000
H -5.50553 2.27110 6.25501 0.000
H -4.13672 0.39203 5.83016 0.000
H -5.49509 4.07665 -4.88447 0.000
H -4.82105 3.78415 5.65897 0.000
H 5.77850 -2.96797 1.89994 0.002
H -6.39259 2.33288 -3.20516 0.000
H 2.58421 -2.47404 4.75419 -0.003
H -2.38671 3.58354 1.30220 0.000
H -5.74767 5.56185 -1.51431 0.000
H 2.14769 -5.15111 0.97778 0.016
H -1.70993 2.06772 0.69275 -0.001
H -4.00971 5.66005 -1.80714 0.000
H 1.30556 2.92099 3.04196 0.001
H -6.02041 2.51227 -1.49011 0.000
H 7.77270 -0.20082 -0.70701 0.010
H 0.55169 -3.59198 4.23047 0.004
H 0.98644 -3.49584 2.52477 0.009
H -2.97094 -1.47963 5.56719 0.000

Entry 5:
20
Properties=species:S:1:pos:R:3:mulliken_charge:R:1 method="wB97M-V/def2-TZVPD" e_homo_ev=-8.00 energy_ev=-10301.05924 total_charge=0 orbital_gap_ev=9.0 molar_mass_g_mol=116.168
N 0.32435 -1.12445 3.38738 -0.740
N 0.23905 -0.61396 2.10702 0.033
N -0.90006 -0.56087 0.04297 -0.584
N 0.26732 0.06241 -0.44488 -0.204
C -0.94922 1.46875 -2.12391 -1.113
C 0.13536 0.39480 -1.88979 0.126
C -0.82406 -0.86053 1.28652 -0.061
C 1.49449 0.90128 -2.32834 -1.327
H 1.07129 -0.55020 1.50250 0.303
H -1.70656 -1.31999 1.73293 0.351
H -1.96946 1.08857 -1.85732 0.334
H 1.54498 1.05114 -3.43262 0.359
H -0.91102 1.74649 -3.19400 0.352
H -0.05774 -0.48707 4.08526 0.249
H 2.25846 0.17978 -2.07302 0.362
H 0.48287 0.96005 0.03342 0.387
H -0.17192 -0.52993 -2.40695 0.335
H 1.66347 1.79359 -1.73870 0.336
H -0.71243 2.33936 -1.46436 0.260
H -0.14597 -2.03940 3.49853 0.241

Entry 6:
13
Properties=species:S:1:pos:R:3:mulliken_charge:R:1 method="wB97M-V/def2-TZVPD" e_homo_ev=-9.10 energy_ev=-27960.22856 total_charge=0 orbital_gap_ev=8.5 molar_mass_g_mol=134.225
S -1.25126 0.78313 -2.01790 -0.217
S 1.64350 -0.41785 2.19913 -0.301
O 0.53651 -2.11986 -0.35231 -0.459
C 0.85835 -0.06277 0.82693 -0.202
C -0.79091 0.06773 -0.37750 -0.243
C 0.03895 1.07344 0.51571 -0.372
C 0.57197 -0.77851 -0.41729 0.084
H -0.65058 1.70045 1.21340 0.313
H 0.50721 1.79782 -0.16672 0.281
H -1.60377 -0.54109 0.12199 0.390
H 1.46253 -0.39432 -0.98354 0.243
H -2.33357 1.12942 -1.11148 0.157
H 1.01107 -2.23760 0.54957 0.325